The following is a quantum chemistry calculation of 9 unconnected molecules or ions with the total composition C34H93N7O9, from the Open Molecules 2025 dataset.

Values from the calculation:
relative energy (zero: lowest compared OMol25 entry of this formula, charge and spin): 40.7 kcal per mole
SMILES: COC[C@H](C)N.COC[C@H](C)N.COC[C@H](C)N.COC[C@H](C)N.COC[C@H](C)N.COC[C@H](C)N.COC[C@H](C)N.CC(C)O.CC(C)O
frontier orbital gap: 0.33187 Ha

```
143
Properties=species:S:1:pos:R:3:forces:R:3
O -20.56331 12.50280 -0.47031 -0.19 1.73 1.30
O -18.25046 8.34232 -1.25840 0.63 -0.19 -1.43
O -22.48683 11.56876 4.08450 1.36 0.46 -0.42
O -24.98006 11.44800 -6.30923 -0.68 -1.88 1.08
O -25.48999 10.92480 -1.40126 0.36 -0.06 0.82
O -21.82385 5.45426 -0.61884 1.74 0.51 0.03
O -19.93160 8.52998 -4.62629 1.57 1.44 -2.19
O -16.09738 15.87155 -2.55571 -0.82 0.02 0.73
O -24.64025 14.86086 -0.84512 0.39 0.85 1.26
N -23.16817 16.05614 1.51032 -0.35 -0.91 0.38
N -20.70610 14.08789 1.90397 -1.57 -0.37 0.29
N -18.57543 7.71725 -6.98734 -0.43 -1.16 0.71
N -26.62225 11.64830 -3.94658 0.53 1.02 -0.31
N -24.62942 7.86730 -0.93724 -2.13 0.16 -1.71
N -18.17142 11.10776 -1.54832 -0.59 0.09 -0.23
N -18.46335 16.03259 0.38541 1.04 1.40 1.25
C -24.52935 15.46637 1.53636 0.95 1.25 -1.47
C -20.60637 14.06648 4.27269 -0.22 -0.56 0.96
C -16.66319 16.36251 -1.33311 -0.19 0.79 0.25
C -25.37185 16.70969 1.30443 -1.35 0.04 0.09
C -20.84352 9.10716 -3.76322 -0.04 -1.04 1.21
C -15.00249 16.64625 -3.05927 -0.74 -0.82 1.45
C -17.83222 15.52606 -0.80890 -0.59 -0.97 -0.88
C -21.77538 12.35994 -1.15545 0.72 -1.10 -1.85
C -25.91763 11.03593 0.96428 -0.57 -0.64 -0.72
C -26.67715 10.48650 -4.81259 -0.07 0.65 -0.51
C -25.32130 10.27130 -5.49529 -0.03 1.01 -0.06
C -24.73024 14.31979 0.45511 0.02 1.02 1.43
C -19.16300 9.52689 -5.39039 0.31 -1.30 1.28
C -23.73646 10.93589 4.16686 0.47 0.53 0.58
C -20.93255 13.20879 3.07480 0.45 0.49 -0.43
C -18.91182 15.40371 -1.84898 0.26 -0.97 -1.17
C -17.44047 11.39097 0.74620 0.63 -0.12 0.40
C -23.18726 7.75107 0.87694 2.18 -0.50 0.30
C -27.73553 10.34819 -0.91142 0.95 0.85 1.04
C -26.48702 11.22319 -0.44374 -0.93 -0.63 -0.19
C -18.94398 7.12953 -1.20071 -1.25 -0.56 0.62
C -17.27008 9.61011 -7.07779 2.52 0.40 0.54
C -27.85504 10.66604 -5.82297 0.13 -1.67 0.95
C -18.06136 8.75068 -6.12689 -1.17 1.33 -1.19
C -25.03544 13.97176 -1.83341 0.08 0.15 -0.43
C -22.22080 10.90662 -0.88183 -1.60 0.74 -0.68
C -21.62613 4.13711 -1.05286 0.62 0.23 0.05
C -22.33851 12.52890 3.04372 0.27 -0.24 -0.12
C -21.57069 12.73402 -2.68049 -0.10 -1.28 1.10
C -17.49500 10.45737 -0.44559 0.34 -1.00 1.05
C -23.67035 11.36094 -6.80969 0.16 0.58 -0.55
C -23.31592 7.49104 -0.61794 1.11 -1.74 0.87
C -18.08739 9.08104 -0.07496 -1.09 0.08 -0.30
C -23.05475 5.91860 -0.98412 -1.70 1.80 0.56
H -19.55977 14.57350 -1.56791 -0.18 0.12 -0.03
H -25.15531 17.43531 2.08847 0.11 -0.08 -0.02
H -19.51416 16.30140 -1.98845 0.14 0.17 0.15
H -22.94539 10.67821 -1.66343 0.13 -0.66 -0.24
H -21.33318 8.20198 -3.40408 -0.77 0.41 0.41
H -21.20718 14.97547 4.24332 -0.09 -0.05 0.21
H -20.75358 13.49427 5.18867 -0.45 0.15 0.17
H -16.56103 8.92594 -7.54390 -0.19 -0.15 -0.40
H -16.91759 10.92496 1.58139 0.18 -0.15 -0.01
H -19.20157 6.66057 -2.15035 0.91 0.59 -0.62
H -24.40000 13.08667 -1.80299 -0.41 -0.30 -0.22
H -23.75889 5.29985 -0.42785 -0.89 0.16 0.08
H -26.37385 12.36226 -4.61640 0.56 0.81 0.29
H -22.60401 8.08472 -1.19137 0.04 0.00 -0.04
H -25.66933 13.79594 0.63342 -0.52 0.24 -0.19
H -23.37164 8.77987 1.18626 -0.72 -0.03 -0.31
H -25.27609 7.69112 -0.18168 0.03 -0.28 0.10
H -24.50594 10.11246 -4.78955 -0.06 0.13 0.42
H -15.91649 16.50126 -0.55125 0.38 -0.30 0.07
H -18.47326 6.35075 -0.60070 0.40 0.12 0.23
H -17.46959 11.74868 -1.89003 -0.21 0.52 -0.34
H -22.43472 12.39791 -3.25370 -0.17 0.26 -0.06
H -27.76638 9.95159 -6.64137 -0.04 0.17 -0.20
H -23.38713 10.38547 -7.20510 -0.42 -0.23 -0.27
H -18.43270 15.14610 -2.79354 -0.27 -0.03 -0.33
H -14.70000 16.08402 -3.94274 0.22 0.67 -0.07
H -26.83186 9.69777 -4.07633 -0.23 -0.87 -0.75
H -23.22117 5.71252 -2.04145 -0.23 0.45 -0.34
H -18.72923 16.98790 0.19359 0.17 0.47 0.13
H -26.44432 16.52036 1.34975 -0.21 -0.18 0.00
H -19.11343 7.12842 -6.36773 -0.39 -0.52 -0.24
H -16.47221 10.31546 -0.79468 0.37 -0.50 0.41
H -17.70315 10.20944 -7.87862 -0.73 -0.23 0.32
H -19.35558 15.64093 0.65111 0.09 -0.68 -0.59
H -25.98066 10.92187 -2.22638 0.42 0.43 -0.93
H -22.15174 7.63987 1.19855 0.26 -0.46 0.16
H -17.09101 17.35514 -1.47363 0.05 0.51 -0.42
H -22.54559 13.07810 -0.87419 0.34 0.00 0.99
H -18.39146 11.72101 1.16427 -0.21 0.06 -0.50
H -24.91084 14.49044 -2.78397 0.04 -0.11 -0.08
H -25.38801 9.34488 -6.06572 0.05 0.12 -0.59
H -27.47517 9.30597 -0.72680 -0.35 -0.08 0.10
H -19.07619 9.17891 0.37314 -0.43 0.52 0.14
H -27.88806 10.46618 -1.98423 0.21 0.08 -0.05
H -20.72542 12.14450 -3.03558 0.23 0.19 -0.21
H -20.21058 12.39828 2.97508 -0.03 -0.48 0.49
H -19.76493 14.45433 1.90526 0.08 -0.37 0.16
H -19.83821 10.16768 -5.95745 -0.07 -0.26 -0.54
H -24.73384 8.85237 -1.13429 0.17 0.23 -0.19
H -28.68247 10.65558 -0.46768 0.08 -0.26 0.39
H -18.26066 10.41672 -2.27947 -0.23 -0.21 -0.28
H -26.09429 13.75069 -1.69904 -0.07 -0.44 -0.19
H -21.54875 9.82802 -4.17689 -0.03 0.01 -0.36
H -15.27711 17.69530 -3.16957 -0.13 0.01 -0.67
H -23.53840 10.08704 4.82133 -0.46 -0.13 -0.13
H -20.31792 9.54311 -2.91364 -0.07 0.38 0.19
H -21.43985 10.15517 -0.76549 0.22 0.33 -0.39
H -17.43197 14.52906 -0.62478 -0.03 -0.21 0.21
H -20.87902 13.53251 1.07828 0.58 0.15 -0.41
H -22.49982 15.33699 1.74740 0.62 0.00 -0.11
H -22.23732 3.46732 -0.44793 0.22 -0.38 0.07
H -26.76352 12.27751 -0.43596 -0.16 0.20 -0.65
H -19.95977 7.23818 -0.82063 -0.12 0.40 0.66
H -21.39545 13.80256 -2.80539 -0.01 -0.13 0.01
H -16.81914 12.23222 0.43907 -0.24 0.36 0.24
H -20.54862 3.98757 -0.98424 -0.13 -0.54 0.37
H -22.85601 10.84347 0.00170 0.21 0.19 0.37
H -17.41651 8.33830 -5.35087 0.09 -0.16 -0.16
H -24.99446 11.60390 1.07946 -0.08 0.04 -0.10
H -14.24537 16.63776 -2.27519 0.57 -0.07 -0.21
H -28.70196 10.33022 -5.22460 -0.48 0.16 -0.28
H -26.66319 11.40766 1.66718 0.12 -0.18 0.26
H -27.55185 11.93770 -3.67791 -0.40 -0.23 0.17
H -28.08029 11.66698 -6.19103 0.59 0.02 0.10
H -18.61047 10.18989 -4.72462 -0.20 0.24 0.56
H -23.97829 13.55152 0.63514 0.47 -0.07 -0.14
H -19.55843 14.35544 4.35282 0.12 0.04 -0.58
H -16.55825 10.23640 -6.54005 -0.26 0.61 0.20
H -21.87175 3.98701 -2.10416 -0.30 0.17 -0.22
H -22.87836 11.59627 -6.09871 -0.15 0.25 0.53
H -23.21194 13.18098 3.03868 0.11 0.72 0.25
H -22.39979 11.99726 2.09414 0.08 -0.16 -0.43
H -23.76530 7.00294 1.41940 -0.25 0.27 0.17
H -19.24161 8.15084 -7.61050 -0.16 -0.03 -0.28
H -25.20881 17.20427 0.34688 0.33 -0.25 -0.08
H -24.69007 15.16459 2.57135 -0.17 -0.67 -0.19
H -22.96819 16.37773 0.57401 0.08 -0.03 -0.20
H -17.55160 8.50448 0.67910 0.77 0.22 -0.03
H -19.80484 12.10644 -0.90529 0.36 -0.61 -0.70
H -24.15053 10.62667 3.20716 0.07 -0.10 -0.15
H -25.69234 9.98191 1.12675 -0.04 -0.07 0.29
H -24.40061 11.64436 4.66190 -0.59 -0.18 -0.01
H -23.65985 12.11482 -7.59687 0.40 -0.17 -0.13
```
Positions in Å, forces in eV/Å.

Results of the Löwdin charge analysis, in e, for atoms 1 through 99: O -0.11; O -0.19; O -0.19; O -0.18; O -0.10; O -0.21; O -0.20; O -0.20; O -0.18; N 0.04; N 0.04; N 0.04; N 0.03; N 0.04; N 0.06; N 0.05; C -0.38; C -0.06; C -0.20; C -0.09; C -0.14; C -0.09; C -0.45; C -0.43; C -0.05; C -0.41; C -0.15; C -0.18; C -0.15; C -0.10; C -0.39; C -0.07; C -0.05; C -0.07; C -0.01; C -0.46; C -0.11; C -0.09; C -0.04; C -0.45; C -0.12; C -0.04; C -0.11; C -0.17; C -0.03; C -0.42; C -0.13; C -0.41; C -0.18; C -0.21; H 0.05; H 0.07; H 0.09; H 0.06; H 0.09; H 0.08; H 0.07; H 0.08; H 0.08; H 0.09; H 0.07; H 0.12; H 0.08; H 0.11; H 0.10; H 0.06; H 0.07; H 0.12; H 0.12; H 0.09; H 0.09; H 0.06; H 0.08; H 0.09; H 0.08; H 0.09; H 0.13; H 0.11; H 0.07; H 0.07; H 0.07; H 0.14; H 0.08; H 0.04; H 0.02; H 0.07; H 0.12; H 0.10; H 0.07; H 0.10; H 0.12; H 0.07; H 0.12; H 0.05; H 0.06; H 0.13; H 0.05; H 0.12; H 0.04